Below is a cluster of 17 separate species, C58H156N6O23 in total, with properties calculated with the ωB97M-V functional and the def2-TZVPD basis.

Cartesian coordinates (Å):
C1 -0.406819 -4.276789 4.045644
O1 -1.154798 -4.487395 5.248906
C2 -2.569782 -4.769222 5.108484
C3 -3.085691 -4.977566 6.441420
N1 -2.415889 -6.221207 6.920182
C4 -2.846003 -6.837970 8.116351
C5 -2.320579 -8.278534 8.097901
O2 -2.801502 -8.942496 6.919547
C6 -2.623384 -10.312958 7.164877
H1 0.537397 -3.893778 4.468309
H2 -0.768443 -3.484626 3.520808
H3 -0.286775 -5.193739 3.465871
H4 -2.745112 -5.647615 4.491529
H5 -3.023394 -3.959724 4.491746
H6 -4.169576 -5.055525 6.499196
H7 -2.902139 -4.054748 7.118232
H8 -2.621736 -6.872124 6.198553
H9 -3.949271 -6.935451 8.305485
H10 -2.339896 -6.431435 9.032097
H11 -2.618394 -8.831354 8.983130
H12 -1.249231 -8.430455 8.019309
H13 -3.300407 -10.650930 7.938263
H14 -1.590728 -10.447817 7.638109
H15 -2.780629 -10.788275 6.200059
C7 -0.716928 0.386028 -7.648261
O3 0.729134 0.246042 -7.719748
C8 1.474079 0.919955 -6.710314
C9 2.940506 0.653475 -7.090230
N2 3.306223 -0.692846 -6.880506
C10 4.727677 -0.908439 -7.144608
C11 5.170712 -2.399834 -6.951722
O4 4.299382 -3.222285 -7.757782
C12 4.511277 -4.621484 -7.596368
H16 -1.191303 -0.198243 -6.884928
H17 -1.144517 0.196048 -8.628817
H18 -0.942923 1.434266 -7.500370
H19 1.255883 0.419821 -5.764012
H20 1.337199 2.044732 -6.635138
H21 3.640298 1.252223 -6.482373
H22 2.983799 0.960061 -8.149410
H23 2.828770 -1.382418 -7.444507
H24 5.307700 -0.272126 -6.480239
H25 4.982613 -0.625862 -8.187205
H26 4.952611 -2.574594 -5.901203
H27 6.251822 -2.557478 -7.078864
H28 3.709257 -5.201752 -8.050689
H29 4.546892 -4.815868 -6.512892
H30 5.531293 -4.700012 -7.972001
C13 -5.750622 7.953497 -2.517940
O5 -4.499130 7.613203 -1.968917
C14 -4.398921 6.316838 -1.353703
C15 -3.295265 6.255255 -0.378952
N3 -2.020037 6.112232 -1.118319
C16 -1.775703 7.411009 -1.775789
C17 -0.461538 7.968109 -1.529737
O6 0.457971 7.137622 -2.350910
C18 1.700686 7.818524 -2.448586
H31 -5.791351 8.998579 -2.839658
H32 -6.541299 7.760625 -1.753418
H33 -6.003860 7.279368 -3.303090
H34 -4.257897 5.460415 -2.137700
H35 -5.343056 6.130561 -0.794750
H36 -3.534797 5.329314 0.249800
H37 -3.296480 7.069093 0.309096
H38 -1.287887 5.797436 -0.495909
H39 -2.471759 8.138653 -1.426642
H40 -2.081300 7.255378 -2.852609
H41 -0.160699 7.993122 -0.477644
H42 -0.314962 8.963549 -1.840156
H43 2.350476 7.083843 -2.863684
H44 2.241706 8.004359 -1.466825
H45 1.606475 8.814077 -2.933830
C19 -1.745442 1.359500 -2.506172
O7 -0.600294 1.333911 -1.713971
C20 0.515314 0.789944 -2.465474
C21 1.719035 0.555230 -1.504903
N4 1.438306 -0.461554 -0.496991
C22 0.569484 -0.129833 0.619333
C23 0.430354 -1.411419 1.487134
O8 -0.116652 -2.481731 0.640453
C24 0.739847 -3.648397 0.634890
H46 -2.562283 1.840983 -1.887088
H47 -2.079941 0.380861 -2.760402
H48 -1.490739 1.877054 -3.422719
H49 0.755744 1.484391 -3.242458
H50 0.088882 -0.156342 -2.906102
H51 2.104454 1.480115 -1.119584
H52 2.460452 0.228061 -2.212185
H53 1.023039 -1.256022 -1.002569
H54 -0.411605 0.246874 0.411584
H55 1.068805 0.606343 1.307111
H56 -0.318239 -1.221509 2.260765
H57 1.391484 -1.689502 1.826542
H58 1.606666 -3.529030 -0.042643
H59 0.131187 -4.446321 0.354599
H60 1.167989 -3.857786 1.645977
C25 3.825773 4.093334 -2.314704
O9 3.566179 3.064209 -1.456806
C26 3.040686 3.418050 -0.176622
C27 1.528611 3.921456 -0.213679
N5 1.080108 3.813484 1.208245
C28 1.491487 4.991622 1.970103
C29 1.140066 4.874117 3.479015
O10 -0.321587 4.766521 3.596494
C30 -0.659945 4.772896 4.936119
H61 2.950675 4.652620 -2.601565
H62 4.092505 3.636906 -3.222318
H63 4.600378 4.830876 -2.063122
H64 3.680914 4.177017 0.285292
H65 3.089526 2.549884 0.506979
H66 0.962929 3.145468 -0.776045
H67 1.261799 4.953935 -0.680602
H68 0.035728 3.744377 1.228332
H69 1.069861 5.887127 1.585114
H70 2.574175 5.060180 1.936081
H71 1.417661 5.759271 4.009254
H72 1.620495 3.967398 3.816721
H73 -0.584745 5.720969 5.484108
H74 0.121239 4.184243 5.504204
H75 -1.608483 4.265345 5.114497
C31 5.585413 4.722016 3.503889
O11 5.014146 3.458738 3.315459
C32 5.749830 2.388730 3.933511
C33 4.930414 1.190541 3.509099
N6 3.650813 1.332117 4.242775
C34 3.037591 -0.014701 4.147684
C35 1.661814 -0.026804 4.723935
O12 0.928176 0.844558 3.852461
C36 -0.346163 1.027920 4.448866
H76 6.544930 4.754362 3.045049
H77 5.670133 4.929867 4.612064
H78 5.003487 5.517400 3.025658
H79 5.718886 2.502115 5.010454
H80 6.784608 2.404124 3.497317
H81 5.507288 0.265517 3.815129
H82 4.847148 1.201822 2.440166
H83 3.039237 1.956455 3.711160
H84 3.751642 -0.743190 4.575590
H85 2.881112 -0.352627 3.078944
H86 1.671029 0.400044 5.675857
H87 1.266441 -1.015782 4.892122
H88 -0.766715 0.065278 4.714618
H89 -0.908907 1.631794 3.774561
H90 -0.269080 1.550372 5.394448
C37 -2.326751 -7.586657 -2.327486
C38 -1.644705 -6.328685 -2.998476
O13 -1.343717 -5.336622 -2.014479
H91 -2.092849 -8.512671 -2.850464
H92 -3.413509 -7.473206 -2.400998
H93 -2.037747 -7.759858 -1.256952
H94 -2.342112 -5.950405 -3.804096
H95 -0.720211 -6.650378 -3.458183
H96 -2.146132 -5.146407 -1.547159
C39 -5.288917 1.778971 -2.451214
C40 -6.645625 2.483350 -2.688250
O14 -7.257706 2.093352 -3.938181
H97 -5.075895 1.846196 -1.406571
H98 -4.478717 2.292699 -2.966114
H99 -5.310801 0.755581 -2.764870
H100 -6.645489 3.592226 -2.760611
H101 -7.384898 2.286197 -1.836866
H102 -7.264443 1.119311 -3.975782
C41 5.394614 -2.317318 -1.344120
C42 4.249836 -2.713710 -0.332873
O15 3.751894 -1.677411 0.490876
H103 6.132671 -1.649610 -0.911811
H104 4.818695 -1.784433 -2.138257
H105 5.686809 -3.245428 -1.771304
H106 4.674989 -3.456160 0.367554
H107 3.485357 -3.071132 -1.014099
H108 3.009157 -1.206832 0.072150
C43 2.635395 -7.082650 6.899877
C44 1.160441 -6.676972 6.935905
O16 1.137205 -5.277877 6.404938
H109 3.131395 -6.886583 5.905304
H110 2.746303 -8.079102 7.311943
H111 3.170594 -6.451254 7.556947
H112 0.722355 -6.754122 7.913167
H113 0.620829 -7.341394 6.198914
H114 0.183663 -5.070169 6.287844
C45 -4.807259 3.938713 -6.090926
C46 -3.735612 3.344402 -5.214116
O17 -3.818265 4.095282 -4.014587
H115 -4.470006 4.960326 -6.262153
H116 -5.745524 3.984788 -5.591217
H117 -4.969946 3.481266 -7.080833
H118 -2.793718 3.588192 -5.757337
H119 -3.699325 2.307638 -5.121165
H120 -2.862213 4.133657 -3.709619
C47 0.981827 -2.747609 -4.923883
C48 2.018438 -2.432290 -3.845035
O18 2.855270 -1.327341 -4.138299
H121 1.383754 -2.797338 -5.905034
H122 0.233217 -1.920254 -4.910611
H123 0.466931 -3.663472 -4.691008
H124 2.699664 -3.376440 -3.684360
H125 1.502067 -2.204595 -2.954984
H126 2.809911 -1.060821 -5.100318
C49 -3.220080 -1.762177 2.569562
C50 -4.705133 -2.060176 2.429575
O19 -5.125961 -2.363992 1.119917
H127 -2.539642 -2.532681 2.096866
H128 -2.849032 -1.461336 3.500502
H129 -2.967160 -0.897170 1.898699
H130 -5.252406 -1.134244 2.743145
H131 -4.979982 -2.859110 3.120354
H132 -4.337676 -2.566274 0.626337
C51 -4.046691 -2.207009 -2.607228
C52 -2.853333 -2.102678 -1.712547
O20 -2.851766 -3.052909 -0.595099
H133 -4.250510 -3.220957 -3.031021
H134 -3.809407 -1.584827 -3.507940
H135 -5.018155 -1.864629 -2.244485
H136 -2.827827 -1.126325 -1.245021
H137 -1.949902 -2.349161 -2.298487
H138 -2.002733 -2.950212 -0.185677
C53 5.211368 -3.952757 6.010910
C54 4.250947 -3.963409 4.842999
O21 3.013594 -3.530250 5.267905
H139 5.289946 -2.985441 6.495066
H140 6.233846 -4.326626 5.842868
H141 4.666103 -4.576072 6.716888
H142 4.343442 -4.932053 4.426834
H143 4.603673 -3.292031 4.092627
H144 2.563165 -4.243532 5.767445
C55 -0.048715 5.226014 -5.046835
C56 -0.104722 4.277302 -3.857370
O22 -1.246529 4.284308 -2.995428
H145 -0.218982 6.263299 -4.763387
H146 -0.698600 4.863202 -5.814327
H147 0.986426 5.242281 -5.404312
H148 0.811240 4.477947 -3.273149
H149 -0.033541 3.165975 -4.154791
H150 -1.043914 4.950672 -2.326898
C57 -3.263461 2.618120 2.405966
C58 -2.548282 1.953732 1.185096
O23 -2.010606 2.913185 0.308110
H151 -2.612034 3.160248 3.006098
H152 -3.574929 1.713462 3.066318
H153 -4.176923 3.184071 2.118199
H154 -3.271456 1.366583 0.619335
H155 -1.748078 1.320860 1.575177
H156 -1.471357 2.493706 -0.372502

Cartesian forces (eV/Å) of the 6 atoms listed first:
1.4 -1.3 2.8
-1.0 -0.2 -0.5
1.4 1.5 -2.5
-0.2 0.6 3.4
-0.4 1.7 -0.3
0.6 -1.4 2.1

Properties
Relative energy (zero: lowest compared OMol25 entry of this formula, charge and spin), eV: 2.214
HOMO level, Eh: -0.3186
E_tot, hartree: -4361.9536